A structure of composition C18H25B3Cl42INO3S. Source: the OMol25 dataset; level of theory: ωB97M-V with the def2-TZVPD basis set.

Last column: Mulliken charge in e.
Geometry (Å):
N: 3.88435 -0.77275 1.44404  -0.611
C: 3.04172 -0.19474 0.38957  -0.225
C: 2.62733 1.28828 0.64188  -0.717
C: 1.10644 1.44794 0.83454  -0.554
C: 0.39937 1.81214 -0.49773  -0.661
B: -1.03503 1.21961 -0.59525  -0.307
O: -1.90540 1.11585 0.49722  -0.192
B: -2.35168 -0.19684 0.58236  0.024
S: -2.26924 -1.21063 2.06809  -0.214
O: -2.82885 -0.84074 -0.57041  0.168
B: -1.88065 -0.63558 -1.56439  0.414
I: -0.94663 -2.25402 -2.61090  -0.034
O: -1.52447 0.67085 -1.79725  0.073
H: 3.37349 -0.74019 2.31980  0.261
H: 4.69651 -0.17533 1.54245  0.206
H: 2.14087 -0.79485 0.25945  0.328
H: 3.61594 -0.24886 -0.53722  -0.050
H: 2.92445 1.88537 -0.22157  0.336
H: 3.15875 1.62264 1.53112  0.425
H: 0.90237 2.24980 1.54406  0.365
H: 0.71630 0.52088 1.25893  0.289
H: 0.42273 2.89816 -0.59065  0.364
H: 0.97145 1.38875 -1.32806  0.311
H: -1.87050 -0.32071 2.98485  0.091
C: -5.62205 -2.50274 -1.16651  0.653
Cl: -7.25035 -1.91297 -1.49489  -0.071
Cl: -5.48342 -3.05420 0.50568  -0.172
Cl: -5.18008 -3.79536 -2.28225  -0.141
H: -4.92900 -1.68551 -1.30105  -0.272
C: 7.24197 -1.11269 -2.54252  0.229
Cl: 7.48089 -1.26892 -0.80723  -0.105
Cl: 8.10836 -2.40112 -3.38889  -0.150
Cl: 5.54546 -1.11427 -3.01072  0.019
H: 7.66547 -0.16615 -2.85120  -0.043
C: 2.21044 -0.31655 -5.43765  -0.080
Cl: 3.57797 -0.88145 -6.40321  -0.132
Cl: 2.27551 -0.99536 -3.81474  0.123
Cl: 2.15651 1.44509 -5.39661  -0.151
H: 1.29989 -0.66095 -5.90886  0.361
C: 7.86463 2.76046 -0.45733  -0.044
Cl: 6.81259 1.78274 0.57138  -0.054
Cl: 9.12866 1.76840 -1.19679  -0.126
Cl: 6.88698 3.62360 -1.64046  0.023
H: 8.34928 3.50124 0.16253  0.224
C: 5.57212 2.74586 -5.84157  0.333
Cl: 6.83651 1.64068 -5.31173  -0.112
Cl: 4.97086 3.72803 -4.50543  -0.100
Cl: 6.16539 3.77287 -7.14870  -0.136
H: 4.74648 2.16020 -6.22219  -0.018
C: -7.68140 -6.07815 0.71110  0.710
Cl: -9.28658 -5.43198 0.35655  -0.119
Cl: -7.59376 -6.66604 2.37078  -0.135
Cl: -7.24992 -7.34793 -0.43235  -0.136
H: -6.97542 -5.26879 0.59974  -0.297
C: -2.42735 3.69062 -3.59412  0.350
Cl: -3.80292 3.26311 -4.60988  -0.134
Cl: -0.96259 2.88856 -4.14831  -0.038
Cl: -2.20431 5.44360 -3.55750  -0.146
H: -2.63755 3.35343 -2.58819  -0.040
C: -0.65729 -2.38724 5.89871  0.713
Cl: -1.99654 -3.08767 4.98909  -0.093
Cl: 0.83654 -3.27339 5.60363  -0.128
Cl: -0.45500 -0.67264 5.51426  -0.119
H: -0.89728 -2.46493 6.95036  -0.365
C: 6.19596 7.18401 0.48957  0.005
Cl: 7.52258 6.16408 1.06654  -0.136
Cl: 5.28429 6.37056 -0.78035  -0.093
Cl: 5.17995 7.66946 1.84367  -0.086
H: 6.62963 8.07579 0.05959  0.308
C: -1.71085 -3.40325 10.17718  0.046
Cl: -1.72147 -2.24034 11.49942  -0.114
Cl: -2.60057 -2.78032 8.78424  -0.124
Cl: -0.06084 -3.81894 9.71249  -0.114
H: -2.20524 -4.30372 10.51357  0.299
C: -7.26670 1.63232 0.96025  -0.079
Cl: -8.54468 1.05965 -0.10879  -0.111
Cl: -5.75536 0.77972 0.62693  -0.007
Cl: -7.04569 3.37447 0.80966  -0.133
H: -7.55708 1.41700 1.97889  0.298
C: 3.25419 -5.39148 -2.36462  -0.128
Cl: 4.39535 -5.01466 -3.65656  -0.105
Cl: 4.05194 -5.39999 -0.80102  -0.111
Cl: 1.90031 -4.25087 -2.38274  -0.112
H: 2.85435 -6.37907 -2.54700  0.324
C: 1.22131 6.82608 4.25406  0.055
Cl: 1.89386 8.17645 3.34198  -0.110
Cl: 2.17828 5.36598 3.99677  -0.103
Cl: 1.11872 7.21410 5.97126  -0.123
H: 0.22128 6.63950 3.89091  0.280
C: -11.78219 -5.57960 -2.33802  0.418
Cl: -13.23406 -4.89888 -1.60149  -0.129
Cl: -12.17878 -6.97614 -3.33895  -0.131
Cl: -10.91868 -4.35843 -3.27192  -0.113
H: -11.12913 -5.91001 -1.54335  -0.043

## Properties
- 2S+1: 1


A cluster of 2 separate species, C11H18O in total. Source: the OMol25 dataset; level of theory: ωB97M-V with the def2-TZVPD basis set.

Last column: natural (NBO) charge in e.
Geometry (Å):
C: 3.20483 0.01281 -0.41870  -0.630
C: 1.84075 0.23086 -0.93831  -0.042
C: 1.22554 1.47519 -0.89056  -0.196
C: -0.04025 1.69248 -1.43084  -0.275
C: -0.69020 0.59823 -1.98341  0.274
O: -1.79714 0.86299 -2.81861  -0.672
C: -0.04544 -0.60777 -2.12229  -0.250
C: 1.21314 -0.86991 -1.57151  -0.204
H: 3.10597 -0.31234 0.64645  0.219
H: 3.86519 0.88368 -0.48112  0.215
H: 3.74245 -0.81034 -0.89421  0.219
H: 1.85051 2.20371 -0.40370  0.215
H: -0.44385 2.69494 -1.45952  0.214
H: -2.07704 1.71469 -2.49947  0.468
H: -0.42672 -1.31863 -2.85025  0.221
H: 1.55079 -1.84446 -1.94319  0.228
C: -0.29907 0.22174 1.83874  -0.622
C: -0.75336 -0.81585 2.84377  -0.232
C: -1.99596 -0.28774 3.59661  -0.617
C: -1.19971 -2.12331 2.10964  -0.596
H: 0.63121 0.70002 2.15092  0.209
H: -1.06437 0.98677 1.75204  0.207
H: -0.06948 -0.11624 0.81595  0.221
H: -0.07764 -1.13061 3.65438  0.201
H: -1.87149 -0.34584 4.68850  0.206
H: -2.00710 0.80237 3.54191  0.202
H: -2.97868 -0.68503 3.41999  0.212
H: -0.44265 -2.79539 1.71219  0.205
H: -1.73672 -2.70778 2.84932  0.199
H: -1.80559 -1.77926 1.26794  0.202

## Properties
- ΔE to the lowest compared entry with this formula, charge and spin: 134.3 kJ/mol
- 2S+1: 1
- SMILES: Cc1ccc(O)cc1.CC(C)C


A cluster of 7 separate species, C38H75I2N3O14S2 in total. Source: the OMol25 dataset; level of theory: ωB97M-V with the def2-TZVPD basis set.

Last column: Mulliken charge in e.
Geometry (Å):
C: -4.75243 1.79849 -2.25910  -1.367
C: -3.61470 1.23438 -1.64709  -0.442
C: -2.36639 0.40559 -0.99076  1.408
O: -1.14310 1.18294 -1.32477  -0.436
C: -1.33429 2.62459 -1.27802  -0.394
C: 0.19958 3.26723 -1.06164  -0.240
C: 0.54909 4.42735 -2.20140  -0.855
N: -2.64036 0.20325 0.45309  1.110
C: -4.00996 0.50486 0.95010  -0.907
C: -1.60181 0.60880 1.43422  -0.920
C: -1.84294 2.04357 2.21586  0.488
C: -0.41278 2.81386 2.61821  0.033
O: -0.48042 4.16912 2.49218  -0.583
N: 0.77635 2.04439 3.12574  0.089
C: 2.05006 2.83939 3.19294  0.282
C: 2.96749 2.64009 4.57749  -0.234
C: 4.41635 3.37622 4.82364  -0.503
C: 5.01180 4.40217 3.68619  -0.312
C: 4.13302 4.61972 2.30040  -0.450
C: 2.67848 3.83824 2.06022  0.143
C: -2.06343 -1.07629 -1.74166  0.257
O: -2.93046 -2.02366 -1.03409  0.030
N: -4.22694 -1.90006 -1.27791  0.169
O: -4.73865 -3.00883 -1.09599  -0.469
O: -0.67001 -1.27715 -1.43381  0.591
C: -0.16479 -2.47444 -0.87421  -0.663
S: 1.74110 -2.18486 -1.00423  -0.152
O: -0.54299 -3.77508 -1.37110  -0.257
C: 0.26360 -4.37537 -2.40589  0.057
C: 1.36981 -5.51719 -1.88463  -0.125
C: 2.91849 -5.15909 -2.40650  -0.379
C: 3.97971 -5.12262 -1.14017  -0.824
S: -0.27926 -2.64527 1.03166  1.104
C: 0.47576 -4.33715 1.52038  -0.703
O: 0.67522 -1.62029 1.76091  -0.589
O: -1.70361 -2.69266 1.59108  -0.695
C: -2.50107 -1.11793 -3.31188  -0.877
I: -2.68959 -3.20006 -4.12776  0.281
C: -1.59143 -0.36738 -4.42081  -0.701
C: -1.67623 1.27636 -4.46621  -0.486
I: 0.49332 -0.95144 -4.63562  0.034
H: -5.71278 2.08992 -2.90315  0.365
H: -1.95086 3.04726 -0.38109  0.083
H: -1.68771 3.11733 -2.30716  0.598
H: 1.02037 2.40661 -1.02932  0.312
H: 0.22342 3.81829 -0.02830  -0.073
H: 0.13605 5.44215 -1.74353  0.117
H: 1.71828 4.51144 -2.22863  0.240
H: 0.05525 4.13455 -3.22124  0.312
H: -4.03749 0.15679 2.09429  0.110
H: -4.31146 1.65279 0.99688  0.312
H: -4.90594 -0.04780 0.44603  0.250
H: -1.64054 -0.19976 2.31614  0.554
H: -0.48702 0.60596 1.08611  0.130
H: -2.34443 1.80567 3.27348  -0.223
H: -2.57647 2.77743 1.68008  0.241
H: 0.88657 1.10129 2.69772  0.205
H: 2.57451 1.90225 5.40760  0.210
H: 4.98889 3.12524 5.83789  0.261
H: 6.03418 4.94046 3.90013  0.282
H: 4.58401 5.36482 1.49741  0.239
H: 2.09926 4.02722 1.06131  -0.064
H: 2.12542 -2.22249 -2.35392  0.003
H: 0.71982 -3.64740 -3.21928  -0.121
H: -0.49684 -5.04480 -3.04720  -0.047
H: 1.33082 -5.70679 -0.73351  0.115
H: 1.13619 -6.57325 -2.39151  0.305
H: 2.90321 -4.15872 -3.01650  0.178
H: 3.30271 -5.99509 -3.16300  0.349
H: 3.94704 -4.07485 -0.58958  0.126
H: 3.70202 -5.99477 -0.38727  0.232
H: 5.11089 -5.26592 -1.48064  0.315
H: 1.64145 -4.35657 1.39976  0.212
H: -0.03564 -5.21281 0.89698  0.304
H: 0.22189 -4.57221 2.65276  0.386
H: -3.61258 -0.73340 -3.53187  0.517
H: -2.08265 -0.68855 -5.46690  0.627
H: -2.72958 1.72407 -4.23282  0.164
H: -0.78991 1.72841 -3.85172  0.026
H: -1.45327 1.56879 -5.60328  0.373
C: 2.53134 7.60519 -0.36167  -0.687
C: 2.28926 8.17511 -1.74397  -0.416
O: 1.08676 7.64608 -2.28305  -0.496
H: 2.59754 6.51302 -0.40201  0.017
H: 3.45720 7.99973 0.06625  0.376
H: 1.70094 7.84932 0.30887  0.310
H: 3.11050 7.91028 -2.41644  0.293
H: 2.20890 9.26590 -1.71022  0.304
H: 0.36263 7.89384 -1.68299  0.294
C: -0.11711 -5.58235 -7.66489  -1.010
C: 0.06901 -6.46649 -6.44923  -0.188
O: 0.29154 -5.66665 -5.29718  -0.254
H: 0.76478 -4.95253 -7.82120  0.291
H: -0.28531 -6.18387 -8.56260  0.362
H: -0.96916 -4.90869 -7.52713  0.207
H: 0.93439 -7.12248 -6.58187  0.311
H: -0.81384 -7.09007 -6.27858  0.166
H: -0.48608 -5.09377 -5.18343  -0.006
C: 0.50611 -1.73129 5.91234  -1.146
C: 1.58585 -1.81708 4.85357  0.424
O: 2.79272 -1.25245 5.34462  -0.513
H: 0.33212 -0.68951 6.20087  0.265
H: -0.43235 -2.15844 5.54790  0.299
H: 0.80866 -2.26638 6.81840  0.421
H: 1.28900 -1.26284 3.95831  -0.186
H: 1.77483 -2.85667 4.56906  0.185
H: 3.05218 -1.75690 6.13458  0.303
C: -4.59536 0.18007 6.60810  -1.231
C: -4.54178 0.65032 5.16930  0.238
O: -4.71387 2.05874 5.11254  -0.533
H: -5.55243 0.45073 7.06593  0.312
H: -4.46874 -0.90449 6.66896  0.330
H: -3.81105 0.66048 7.20212  0.345
H: -5.34056 0.18485 4.58443  0.288
H: -3.58276 0.39490 4.70837  -0.068
H: -3.99493 2.46288 5.62792  0.307
C: -4.02889 -6.62668 -8.07756  -0.888
C: -3.84277 -7.51082 -6.86190  -0.318
O: -3.62025 -6.71098 -5.70984  -0.442
H: -3.14700 -5.99686 -8.23386  0.141
H: -4.19710 -7.22820 -8.97526  0.343
H: -4.88094 -5.95302 -7.93980  0.340
H: -2.97740 -8.16682 -6.99453  0.274
H: -4.72563 -8.13440 -6.69124  0.313
H: -4.39786 -6.13810 -5.59610  0.266
C: 5.07238 7.18474 7.64102  -1.063
C: 6.15301 6.38404 6.94439  0.039
O: 6.41626 6.93651 5.66300  -0.500
H: 4.15237 7.18733 7.04738  0.280
H: 4.85438 6.76900 8.62876  0.315
H: 5.37884 8.22935 7.75797  0.340
H: 5.83393 5.34631 6.80986  0.054
H: 7.08024 6.38744 7.52547  0.271
H: 6.70684 7.85532 5.79403  0.285

## Properties
- ΔE to the lowest compared entry with this formula, charge and spin: 1929.8 kJ/mol
- 2S+1: 1
- SMILES: C#C[C@@](OCCC)(N(C)CCC(=O)Nc1ccccc1)[C@](ON=O)(O[C@](S)(OCCCC)S(C)(=O)=O)[C@H](I)[C@@H](C)I.CCO.CCO.CCO.CCO.CCO.CCO


Number 1: HOMO level -9.21 eV, orbital gap 9.17 eV. Number 2: HOMO level -8.51 eV, orbital gap 9.40 eV. Number 3: HOMO level -8.09 eV, orbital gap 7.83 eV.